# 1
The following is a quantum chemistry calculation of an isolated ion of composition C4H7BrNS and charge +1, from OMol25.

```
! wB97M-V def2-TZVPD RIJCOSX def2/J DEFGRID3
* xyz 1 1
C 2.73 -0.18 -0.15
C 1.52 -0.06 -0.10
N 0.10 -0.20 -0.19
C -0.37 -1.38 0.41
C -0.75 0.94 0.35
S -0.78 2.48 -0.49
Br -2.55 2.16 -1.81
H 3.74 -0.31 -0.41
H 0.03 -0.07 -1.29
H -0.07 -2.27 -0.18
H -0.01 -1.46 1.41
H -1.48 -1.40 0.55
H -1.78 0.66 0.48
H -0.32 1.11 1.41
*
```

Computed properties:
HOMO energy in eV: -13.556
HOMO-LUMO gap in eV: 9.05
LUMO in eV: -4.5
SMILES: C#C[N@@H+](C)CSBr

# 2
The following is a quantum chemistry calculation of C22H43FNO6OsP2Si as an isolated structure, from OMol25.

```
! wB97M-V def2-TZVPD RIJCOSX def2/J DEFGRID3
* xyz 3 1
Os 0.85 -0.39 -1.53
C 4.65 -0.44 -0.43
Si 3.63 -1.32 -1.68
C 4.48 -2.33 -2.95
C 2.15 -2.25 -0.89
N 2.48 -0.08 -2.37
C 2.60 0.97 -3.25
C 3.74 1.26 -4.01
C 3.73 2.35 -4.86
C 2.60 3.15 -4.96
C 1.44 2.89 -4.23
C 1.49 1.82 -3.40
F 0.37 1.46 -2.63
H 5.24 -1.16 0.14
H 4.04 0.14 0.27
H 5.35 0.25 -0.91
H 4.90 -3.23 -2.47
H 5.31 -1.80 -3.41
H 3.80 -2.67 -3.74
H 2.44 -2.55 0.13
H 1.86 -3.14 -1.45
H 1.10 -1.84 -0.53
H 4.61 0.62 -3.93
H 4.61 2.58 -5.45
H 2.61 4.00 -5.64
H 0.55 3.50 -4.31
C 0.20 0.60 4.60
C 1.36 1.27 3.91
C 1.35 2.77 4.00
O 1.42 0.86 2.45
P 0.32 0.74 1.39
O 1.08 0.76 0.03
C -0.57 -0.82 1.59
P -1.71 -1.26 0.25
O -1.10 -0.77 -1.07
O -3.06 -0.55 0.39
C -4.07 -0.81 1.48
C -5.37 -1.15 0.80
C -4.13 0.43 2.33
O -1.79 -2.79 0.39
C -2.69 -3.69 -0.44
C -3.40 -4.59 0.53
C -1.80 -4.41 -1.42
O -0.78 1.80 1.46
C -0.99 3.20 0.91
C 0.32 3.84 0.54
C -1.98 3.07 -0.21
H 0.25 0.83 5.67
H 0.25 -0.49 4.51
H -0.76 0.97 4.24
H 2.31 0.87 4.26
H 0.40 3.19 3.66
H 2.17 3.21 3.44
H 1.48 3.06 5.04
H -1.13 -0.76 2.52
H 0.16 -1.63 1.71
H -3.69 -1.67 2.05
H -5.70 -0.32 0.18
H -6.13 -1.34 1.56
H -5.28 -2.05 0.18
H -4.49 1.28 1.75
H -3.15 0.68 2.76
H -4.82 0.27 3.16
H -3.39 -3.02 -0.95
H -2.69 -5.20 1.08
H -4.07 -5.25 -0.02
H -4.01 -4.02 1.24
H -1.07 -5.02 -0.90
H -1.30 -3.71 -2.09
H -2.41 -5.07 -2.04
H -1.43 3.70 1.77
H 0.76 3.37 -0.34
H 1.04 3.82 1.36
H 0.13 4.88 0.29
H -1.54 2.53 -1.06
H -2.26 4.07 -0.55
H -2.88 2.55 0.11
*
```

Computed properties:
HOMO energy (alpha / beta) in eV: -17.888 / -17.885
HOMO-LUMO gap (alpha / beta) in eV: 6.50 / 6.52
LUMO (alpha / beta) in eV: -11.4 / -11.4

# 3
The following is a quantum chemistry calculation of C2H4N2O2 as an isolated structure, from OMol25.

```
! wB97M-V def2-TZVPD RIJCOSX def2/J DEFGRID3
* xyz 0 1
C 0.24 0.82 -0.63
N 1.43 0.96 -0.01
C -0.94 -0.75 0.38
O -0.92 0.43 0.84
N -1.47 -1.84 0.72
O -0.25 1.29 -1.59
H 1.47 0.66 0.95
H 1.90 1.82 -0.22
H -1.30 -2.65 0.15
H -0.16 -0.73 -0.60
*
```

Computed properties:
HOMO energy in eV: -9.653
HOMO-LUMO gap in eV: 9.29
LUMO in eV: -0.4